# 1
22
Properties=species:S:1:pos:R:3:lowdin_charge:R:1 method="wB97M-V/def2-TZVPD" smiles="CCc1nn(/C(Br)=C(/C)Br)c[n+]1Cl" orbital_gap_ha=0.3468 total_charge=+1
Br -2.31 -0.61 2.06 0.8574
Br -2.47 -0.21 -2.50 0.8648
Cl 1.93 2.39 0.94 0.8839
N -0.66 0.05 -0.37 -0.1489
N 0.40 -0.79 -0.46 0.2336
N 0.99 1.15 0.30 -0.3718
C -0.31 1.22 0.08 -0.0845
C -2.89 -0.55 0.27 -0.7271
C -4.31 -0.85 0.00 -0.1289
C 3.98 0.16 -0.01 -0.1085
C -2.01 -0.26 -0.68 -0.7374
C 2.75 -0.75 0.02 -0.1430
C 1.42 -0.12 -0.04 -0.2783
H 2.82 -1.43 0.86 0.1302
H -4.38 -1.69 -0.68 0.0886
H 4.15 0.57 0.98 0.0576
H 3.88 0.96 -0.73 0.0691
H -0.96 2.05 0.24 0.1747
H -4.86 -1.04 0.91 0.0720
H 4.85 -0.41 -0.27 0.0824
H -4.75 0.00 -0.51 0.0883
H 2.80 -1.39 -0.86 0.1261

# 2
25
Properties=species:S:1:pos:R:3:lowdin_charge:R:1 method="wB97M-V/def2-TZVPD" smiles="CCSC[C@@H]1OC(=O)O[C@@H]1Br.ClC(Cl)(Cl)Cl" orbital_gap_ha=0.3465
Br -1.36 -1.62 0.51 0.7377
Cl -2.70 -0.29 5.21 0.5225
Cl -3.56 -2.65 3.78 0.5152
Cl -3.31 -0.13 2.39 0.4976
Cl -5.44 -0.51 4.32 0.5221
S 2.14 0.67 -2.35 0.8690
O -0.32 0.92 -0.25 -0.0208
O -1.79 2.61 -0.09 0.2761
O -2.44 0.54 -0.68 -0.0531
C -1.55 1.53 -0.29 -0.6027
C 3.01 1.01 -0.79 -0.5132
C 4.18 -0.01 -0.55 -0.1590
C -1.71 -0.58 -1.17 -0.4795
C 0.84 -0.56 -1.93 -0.4010
C -0.39 0.18 -1.47 -0.4362
C -3.75 -0.89 3.92 -2.0380
H 5.14 0.48 -0.72 0.0635
H 4.19 -0.37 0.48 0.0654
H 3.48 1.99 -0.92 0.0628
H 1.19 -1.28 -1.19 0.0837
H 0.60 -1.05 -2.87 0.0898
H -0.69 0.96 -2.20 0.1568
H 4.07 -0.85 -1.24 0.0489
H 2.34 1.07 0.06 0.0678
H -2.16 -1.15 -1.97 0.1245

# 3
33
Properties=species:S:1:pos:R:3:lowdin_charge:R:1 method="wB97M-V/def2-TZVPD" e_above_lowest_kcal_mol=15.63 smiles=ClC(Cl)Cl.ClC(Cl)Cl.ClC(Cl)Cl.ClC(Cl)Cl.ClC(Cl)Cl.ClCCCl orbital_gap_ha=0.3916
Cl 3.84 1.73 1.16 0.5032
Cl 4.82 3.10 -1.08 0.5222
Cl -1.69 -5.32 0.84 0.4891
Cl -0.96 -4.88 -3.54 0.5451
Cl 2.77 2.20 5.96 0.5267
Cl 3.81 4.17 4.05 0.5264
Cl -5.95 -0.37 -1.60 0.5253
Cl 0.78 -3.71 0.07 0.4946
Cl -2.46 -3.33 -1.77 0.4796
Cl 1.22 2.92 3.64 0.4397
Cl -2.16 -2.58 -4.66 0.5555
Cl -1.06 0.18 -2.42 0.5887
Cl 2.46 4.18 0.26 0.5314
Cl -4.76 2.10 -1.18 0.5057
Cl -4.28 0.76 -3.69 0.4997
Cl -1.15 -2.61 1.94 0.4972
Cl -1.43 0.55 1.22 0.5354
C 2.92 2.66 4.26 -1.5065
C -0.08 0.08 0.19 -0.6794
C -1.43 -3.25 -3.24 -1.6186
C 4.03 3.40 0.46 -1.5035
C -4.49 0.54 -1.95 -1.5749
C 0.01 0.87 -1.14 -0.5885
C -0.40 -4.16 1.37 -1.3892
H 3.39 1.89 3.62 -0.0485
H -0.12 1.93 -0.96 0.0635
H 0.09 -4.52 2.26 0.0053
H 0.77 0.26 0.84 0.0498
H -0.53 -2.66 -2.99 -0.0070
H -3.61 0.08 -1.55 -0.0488
H 4.74 4.02 1.06 0.0258
H 1.06 0.76 -1.45 0.0759
H -0.15 -0.99 0.02 -0.0207

# 4
30
Properties=species:S:1:pos:R:3:lowdin_spin:R:1 method="wB97M-V/def2-TZVPD" e_above_lowest_kcal_mol=5.16 multiplicity=2 orbital_gap_ha="0.1990 / 0.1967" s2=0.76 total_charge=-2
Sb 2.41 -2.18 -2.23 -0.0125
Rb 0.60 -0.07 1.62 0.0033
Se 2.57 0.13 -3.03 0.3500
Se 3.62 -2.68 -0.18 -0.0057
Se 3.74 -2.66 -4.38 0.6433
Se 0.22 -3.26 -2.40 -0.0047
Ge 0.68 3.34 2.84 0.0000
Cl 1.35 1.62 4.30 0.0000
Cl 2.87 -1.77 3.00 -0.0005
Cl 0.09 -2.38 3.74 0.0000
Cl -1.34 2.33 2.24 0.0000
Cl -0.20 4.73 4.40 0.0000
O -1.10 -1.74 0.12 -0.0001
N -0.46 0.75 -0.93 0.0052
C -2.08 2.03 -2.78 -0.0002
C -2.44 0.81 -2.25 0.0017
C 1.73 -2.07 4.30 -0.0001
C -0.11 1.92 -1.45 0.0118
C -0.88 2.61 -2.38 0.0029
C -2.01 -1.14 -0.76 -0.0002
C -1.60 0.20 -1.32 -0.0001
H -2.96 -1.02 -0.22 0.0000
H 0.84 2.32 -1.12 0.0059
H -0.48 -2.26 -0.45 -0.0001
H 2.06 -2.96 4.81 0.0000
H 1.70 -1.20 4.95 0.0000
H -0.55 3.56 -2.77 0.0001
H -3.36 0.32 -2.55 0.0001
H -2.71 2.53 -3.51 0.0000
H -2.19 -1.81 -1.60 -0.0002